No. 1
ORCA calculation (ωB97M-V/def2-TZVPD) on a 4-piece molecular cluster, C31H57Cl2N4O2 overall in a non-equilibrium geometry.

Each line ends with the Mulliken charge.
CARTESIAN COORDINATES (ANGSTROEM)
H1 -6.00 -2.30 -0.14  0.3446
C1 -3.24 -1.20 3.37  -0.9356
C2 1.22 1.75 -1.57  -0.3421
H2 4.48 2.38 -2.55  0.4342
H3 -1.54 6.45 -3.15  0.3808
C3 -0.72 2.53 -4.32  -1.1068
H4 -4.02 -4.30 2.87  0.2259
C4 -3.87 -4.42 1.79  -1.1455
N1 6.15 1.06 -2.15  0.8290
H5 -2.54 -2.04 3.35  0.0225
H6 1.94 -4.96 4.28  0.2731
C5 -1.76 6.01 -4.13  -1.0166
C6 -1.46 3.21 -5.46  -0.4379
H7 -3.30 -0.85 4.41  0.4737
H8 -1.94 5.21 -7.35  0.2636
Cl1 7.23 -2.53 0.13  -0.1233
C7 7.09 2.19 -1.70  0.1148
H9 2.12 -1.92 -0.37  0.3385
H10 -3.08 6.36 -6.62  0.2230
C8 3.59 0.31 -2.19  0.2521
H11 7.20 1.06 1.07  0.2710
C9 1.54 -1.60 6.83  -1.3843
H12 2.84 -2.56 2.59  0.1673
C10 -0.26 1.92 -0.89  -0.4413
H13 -7.96 -3.08 1.27  0.3930
H14 -6.87 -3.26 2.65  0.2710
H15 0.79 -1.34 2.91  -0.2335
H16 -4.69 -5.02 1.39  0.3262
H17 -1.33 1.76 -3.84  0.3750
H18 7.98 4.36 -0.60  0.3764
C11 0.02 -0.76 0.20  -0.2604
H19 5.27 0.70 0.99  0.1580
H20 -2.72 -2.71 1.20  -0.4887
H21 -1.95 0.78 0.44  0.3033
C12 2.12 0.35 -1.40  0.5122
C13 -2.66 4.79 -3.95  -0.5137
C14 0.18 -3.70 3.94  -0.2082
H22 2.29 -0.94 6.38  0.2803
H23 3.39 -2.29 4.26  0.3111
H24 6.26 2.02 -3.81  0.4377
O1 6.25 1.05 -3.52  -0.4598
C15 -2.99 5.38 -7.09  -0.9444
H25 -2.24 6.78 -4.73  0.3066
H26 -0.40 -3.39 3.07  -0.1869
H27 -1.67 2.44 -6.21  0.4353
C16 -4.62 -1.60 2.87  -0.4185
H28 -3.83 -3.25 -0.01  0.4364
H29 -2.95 -5.00 1.65  0.4243
H30 -0.45 -1.63 0.85  0.3565
H31 1.38 -0.57 4.35  0.4499
C17 6.34 0.25 0.99  -0.7988
H32 3.32 -0.95 3.11  0.2657
H33 1.77 -4.38 2.61  0.2362
H34 0.58 -3.47 6.52  0.4502
Cl2 7.01 -1.59 -2.98  -0.0763
H35 1.67 2.64 -2.21  0.1683
C18 6.68 -0.76 -0.25  0.2497
H36 0.18 2.04 -4.70  0.4672
H37 -5.27 -0.73 3.00  0.4466
C19 -3.75 -3.08 1.07  0.1208
H38 -0.80 5.75 -4.58  0.2371
C20 1.22 -4.72 3.49  -1.1911
N2 -2.73 3.84 -5.06  0.0821
H39 -0.54 -4.22 4.59  0.4762
H40 -6.55 -1.19 1.09  0.4058
C21 -6.91 -3.25 1.56  -0.9567
H41 -0.85 2.92 -1.08  0.2732
N3 0.66 -2.51 4.66  0.3314
O2 3.71 -0.66 -3.12  -0.4803
H42 -3.55 5.42 -8.03  0.3918
H43 -5.02 -2.38 3.53  0.2587
H44 -4.54 4.57 -5.85  0.3505
C22 -0.86 0.64 -0.02  -0.3004
C23 -3.54 4.27 -6.20  -0.6839
H45 6.43 -0.40 1.98  0.3565
H46 0.63 -1.03 7.01  0.3119
C24 1.37 -1.54 3.82  -0.2885
H47 -6.64 -4.23 1.18  0.2226
C25 4.72 1.45 -1.85  -0.4305
C26 7.74 3.30 -1.09  -0.5917
C27 1.53 -0.90 -0.51  -0.4608
H48 2.20 -3.39 5.84  0.2862
H49 -3.73 3.39 -6.84  0.4025
H50 4.66 1.88 -0.75  0.3556
C28 1.27 -2.82 5.95  -0.3907
N4 -4.67 -2.01 1.47  0.1549
H51 1.94 -1.93 7.80  0.4360
H52 0.72 -5.66 3.21  0.4432
H53 -0.79 3.94 -5.93  0.2485
C29 -6.03 -2.15 0.95  -0.6823
C30 2.81 -1.87 3.43  -0.8041
H54 -2.35 4.26 -3.05  0.1786
H55 -3.68 5.14 -3.71  0.3517
H56 -0.39 3.24 -3.55  -0.0104
C31 6.56 -0.31 -1.67  -0.0492
H57 -2.82 -0.39 2.77  0.1164

Results
Electronic energy: -2504.22733 a.u.
Charge: +1

***

No. 2
ORCA calculation (ωB97M-V/def2-TZVPD) on a 6-piece molecular cluster, C31H57ClN4O9S2 overall in a non-equilibrium geometry.

Each line ends with the Mulliken charge.
CARTESIAN COORDINATES (ANGSTROEM)
H1 0.13 5.92 -0.77  -0.0276
H2 -4.64 3.15 -4.90  0.2598
O1 -0.44 -2.50 -3.45  -0.2838
C1 -1.52 -5.75 1.09  -0.4382
C2 0.50 3.75 -0.18  0.4295
H3 -3.67 2.71 -2.75  0.1735
S1 3.36 0.05 -0.27  -0.2010
H4 3.88 -8.56 -0.60  0.2646
C3 4.00 4.23 -0.69  0.1422
H5 3.86 7.56 -1.67  0.2560
H6 2.19 -8.06 -0.31  0.1853
H7 0.99 0.38 3.02  0.2692
C4 0.29 -3.40 -0.17  -0.4657
C5 5.48 -9.23 3.89  -0.4908
H8 5.31 -7.68 2.74  0.3126
H9 2.95 -9.31 0.73  0.2758
H10 2.89 -7.24 1.72  0.1998
C6 0.93 -4.46 0.93  0.4841
O2 -5.29 -6.38 1.38  -0.4501
H11 4.42 7.51 -3.36  0.2201
C7 3.20 -2.65 1.34  -0.2563
C8 -2.22 3.85 -0.88  -1.1093
H12 -0.41 1.99 4.91  0.1520
C9 1.24 -1.08 -2.82  -0.0196
H13 -5.79 -6.16 0.58  0.2714
C10 0.10 5.23 2.61  0.0875
O3 5.81 -7.90 3.54  -0.5027
C11 -0.87 1.37 -1.18  -0.8899
H14 -5.07 -8.00 2.62  0.2164
H15 3.97 2.62 1.02  0.4042
H16 -1.75 3.91 2.70  0.0983
O4 3.58 -7.37 1.05  -0.4022
C12 1.11 -1.98 -0.50  -0.2532
C13 3.25 3.43 0.56  -0.9752
C14 -5.62 -7.71 1.72  -0.5601
C15 3.12 -8.38 0.17  -0.5431
H17 2.81 -4.81 2.42  0.1023
H18 -6.32 6.84 -4.76  0.2109
H19 -6.05 5.10 -1.55  0.2671
H20 5.76 -9.90 3.07  0.2312
H21 3.20 8.71 -2.87  0.3016
H22 2.90 4.24 1.36  0.1503
H23 2.24 -1.68 -2.57  0.2533
S2 4.81 -2.27 2.24  -0.2032
Cl1 0.63 -6.72 2.80  -0.1946
C16 2.35 -4.04 1.64  -0.4713
H24 -1.88 -5.38 0.02  0.2353
H25 -2.02 2.72 -3.67  0.3589
H26 3.10 4.26 -2.47  0.3279
H27 -0.59 0.23 4.68  0.3277
C17 -2.93 3.40 -3.39  -0.5418
H28 -1.25 -1.92 -3.63  0.3191
H29 -1.90 0.92 -1.58  0.1883
H30 -4.59 5.71 -5.48  0.3398
C18 -3.80 3.93 -4.68  -0.6963
O5 -0.36 5.74 1.30  -0.3833
H31 1.59 -0.01 -3.17  0.2326
H32 6.03 -9.52 4.79  0.2407
C19 -2.39 4.58 -2.38  -0.0913
H33 -2.00 5.66 3.36  0.2884
C20 0.11 -5.88 1.21  0.4424
O6 3.56 3.54 -1.95  -0.5285
H34 -2.33 4.71 -0.06  0.2439
C21 -5.59 5.35 -3.62  0.2522
H35 -6.58 3.80 -2.50  0.2521
H36 1.79 6.96 -2.44  0.2656
H37 -1.05 1.36 3.37  0.1854
C22 0.49 0.40 -1.07  -0.4532
C23 2.57 -1.62 0.23  0.5133
N1 -6.58 6.29 -3.91  -0.6905
C24 3.56 7.69 -2.71  -0.6007
C25 -1.27 4.72 3.41  -0.7948
H38 -0.72 -3.63 -0.74  0.0473
H39 -2.44 -3.74 1.92  0.2024
C26 -0.35 1.17 4.18  -0.4720
H40 5.19 4.20 -0.58  0.2977
H41 0.94 4.41 2.54  0.0267
H42 0.60 6.15 3.19  0.2299
H43 1.65 5.74 0.33  0.1908
H44 -3.03 3.99 -5.59  0.3563
H45 -1.65 -4.90 3.30  0.2404
N2 0.46 -1.05 -1.50  0.2890
H46 -1.33 4.98 -2.66  0.2205
H47 3.58 5.33 -0.70  -0.1521
H48 0.45 -6.61 0.34  0.0663
H49 -1.95 -6.85 1.20  0.3342
O7 0.56 -1.79 -3.91  -0.2839
H50 -3.28 -5.37 2.49  0.1925
O8 2.53 6.77 -3.04  -0.4417
C27 1.84 1.18 -0.45  0.2401
H51 -1.06 4.34 4.49  0.2776
H52 -3.15 5.46 -2.21  0.1833
H53 -5.34 -8.38 0.91  0.2655
C28 -0.85 2.96 -0.75  0.7562
N3 -4.39 5.31 -4.53  -0.2863
C29 -2.23 -4.85 2.26  -0.7648
H54 -3.14 3.12 -0.68  0.3789
H55 4.41 -9.31 4.08  0.2039
C30 1.85 2.77 -0.02  0.8574
C31 0.54 5.36 0.20  -0.7731
O9 0.97 1.11 3.66  -0.4611
H56 4.51 -1.60 3.47  0.1699
N4 -5.82 4.51 -2.38  -0.3960
H57 -6.69 -7.79 1.92  0.2904

Results
Electronic energy: -3367.08047 a.u.
SMILES string: [H]/N=C(/N)NCCCCc1cc2c(c(CCO)c1COCC)Sc1c(S)cc([C@@H](Cl)CC)cc1N2COO.CO.CO.CO.CO.CO